53
Properties=species:S:1:pos:R:3 method="wB97M-V/def2-TZVPD" lumo_ev=-0.1 e_homo_ev=-5.424 gap_ev=5.321 max_force_ev_per_a=5.7
C 1.010 -0.289 -0.731
H 3.663 -1.504 -6.001
C 0.944 -1.330 1.414
H -1.542 3.491 4.484
H 0.551 -2.164 2.002
C -2.978 1.084 1.658
C -0.225 0.228 -0.021
H 1.851 0.392 -0.553
Y -0.972 0.650 2.875
O 1.381 -1.664 -4.147
H 2.578 -3.408 -3.874
H 0.414 -2.011 -7.410
N -2.693 1.895 7.759
H 1.630 0.242 -6.971
C -3.243 -0.353 3.438
C -0.628 2.922 4.034
C 2.671 -2.359 -4.196
H 0.299 -3.190 -6.076
C 0.316 -2.121 -6.320
H 0.559 0.529 -5.578
H -3.189 2.983 2.846
H -3.239 -1.258 4.118
H 1.500 1.932 1.690
H 3.422 -1.848 -3.574
H 0.845 -0.377 -1.804
C 1.456 -1.430 -5.586
H -3.634 1.311 4.952
S -1.824 1.070 5.314
C 1.499 0.058 -5.895
H 2.326 0.534 -5.355
H -2.826 -1.188 1.426
H -1.153 -0.155 -0.455
H -2.821 1.434 0.628
C -0.211 2.992 2.734
H 1.785 -0.861 1.943
H 2.812 -3.073 -6.304
C 2.833 -2.155 -5.709
C -3.022 -0.325 2.077
H -0.280 1.327 0.072
H 0.581 -2.387 -0.422
C 0.920 2.112 2.601
C -3.343 1.005 3.911
O -0.101 -0.364 1.285
C 1.269 -1.628 -0.035
C -3.166 1.860 2.787
C 0.201 2.025 4.752
C -2.289 1.650 6.694
H 0.083 1.643 5.839
H -0.619 3.622 1.914
H -0.642 -1.678 -6.016
H 2.292 -1.983 -0.148
C 1.110 1.462 3.854
H 1.841 0.649 4.079